Entry 1:
Molecular formula: C31H65BrFN5O10S
Method: DFT, ωB97M-V with the def2-TZVPD basis set

Geometry as XYZ:
```
114
Properties=species:S:1:pos:R:3:lowdin_charge:R:1
C -0.59 -5.20 -0.87 -0.15
C -1.40 -4.85 -2.14 -0.52
S -3.07 -4.21 -1.81 0.90
C -2.93 -2.42 -1.84 -0.38
C -2.49 -1.73 -0.50 -0.54
N -2.77 -2.55 0.66 0.08
C -3.91 -2.51 1.24 -0.36
C -3.93 -2.81 2.72 -0.02
C -5.24 -2.29 0.58 -0.01
O -3.21 -0.48 -0.50 0.03
C -2.96 0.40 0.50 -0.38
O -3.57 0.41 1.53 0.18
C -1.96 1.54 0.23 -0.38
O -1.82 2.06 -0.85 0.15
N -1.33 1.97 1.39 0.17
C -0.27 2.88 1.18 -0.48
O 0.74 2.71 0.59 0.20
F -0.52 4.04 1.80 0.14
C -0.95 -1.58 -0.59 -0.57
Br -0.12 -1.32 1.17 0.78
C -0.44 -0.58 -1.64 -0.25
C 0.29 -1.25 -2.82 -0.07
H 0.20 -4.47 -0.70 0.06
H -1.25 -5.15 0.00 0.06
H -0.15 -6.19 -0.94 0.07
H -0.86 -4.15 -2.79 0.05
H -1.53 -5.75 -2.73 0.06
H -2.31 -2.10 -2.67 0.08
H -3.94 -2.05 -2.05 0.08
H -4.87 -2.46 3.15 0.07
H -3.10 -2.29 3.20 0.07
H -3.81 -3.87 2.94 0.09
H -6.05 -2.28 1.30 0.08
H -5.29 -1.41 -0.06 0.08
H -5.41 -3.16 -0.07 0.08
H -1.08 1.21 2.02 0.11
H -0.62 -2.57 -0.89 0.05
H 0.25 0.12 -1.16 0.09
H -1.26 0.02 -2.02 0.10
H -0.04 -2.27 -3.00 0.05
H 0.04 -0.69 -3.72 0.09
H 1.37 -1.21 -2.73 0.07
C 3.86 -7.14 -5.28 -0.12
O 4.92 -6.21 -5.39 -0.19
C 5.16 -5.73 -6.70 -0.22
C 4.73 -4.28 -6.85 -0.22
N 3.28 -4.14 -6.81 -0.05
C 2.80 -2.77 -6.69 -0.20
C 3.21 -1.95 -5.46 -0.22
O 2.64 -2.39 -4.24 -0.22
C 3.29 -3.48 -3.62 -0.09
H 3.92 -7.59 -4.29 0.09
H 2.88 -6.66 -5.38 0.08
H 3.95 -7.93 -6.03 0.09
H 4.67 -6.36 -7.45 0.12
H 6.24 -5.78 -6.87 0.12
H 5.10 -3.90 -7.81 0.12
H 5.23 -3.71 -6.06 0.10
H 2.93 -4.68 -6.03 0.07
H 1.71 -2.81 -6.70 0.12
H 3.11 -2.22 -7.58 0.12
H 2.83 -0.94 -5.61 0.12
H 4.30 -1.86 -5.36 0.11
H 4.37 -3.45 -3.78 0.09
H 2.89 -4.44 -3.95 0.07
H 3.10 -3.40 -2.55 0.09
C 2.35 8.11 1.05 -0.12
O 3.11 6.93 1.27 -0.19
C 2.47 5.73 0.85 -0.22
C 3.13 5.15 -0.38 -0.21
N 2.88 5.97 -1.56 -0.05
C 3.68 5.63 -2.73 -0.20
C 5.20 5.71 -2.64 -0.23
O 5.71 7.03 -2.53 -0.18
C 5.70 7.58 -1.23 -0.10
H 2.84 8.91 1.60 0.09
H 2.32 8.39 0.00 0.08
H 1.33 8.00 1.43 0.09
H 1.40 5.89 0.69 0.12
H 2.59 5.01 1.66 0.12
H 2.72 4.15 -0.56 0.11
H 4.20 5.05 -0.17 0.11
H 3.05 6.94 -1.33 0.07
H 3.36 6.29 -3.54 0.12
H 3.41 4.61 -3.04 0.12
H 5.60 5.33 -3.58 0.12
H 5.60 5.08 -1.84 0.11
H 5.87 6.82 -0.46 0.09
H 4.76 8.11 -1.02 0.07
H 6.50 8.31 -1.18 0.09
C -1.52 1.63 6.27 -0.12
O -2.04 1.31 7.55 -0.19
C -2.95 2.27 8.08 -0.22
C -4.37 1.76 8.08 -0.22
N -4.89 1.65 6.73 -0.05
C -6.16 0.93 6.60 -0.20
C -6.23 -0.53 7.04 -0.23
O -5.48 -1.42 6.24 -0.18
C -4.11 -1.52 6.56 -0.10
H -0.69 0.95 6.08 0.09
H -2.26 1.51 5.48 0.07
H -1.14 2.66 6.24 0.09
H -2.87 3.22 7.54 0.12
H -2.65 2.45 9.11 0.12
H -5.00 2.45 8.65 0.12
H -4.37 0.79 8.61 0.10
H -4.20 1.19 6.15 0.07
H -6.43 0.97 5.54 0.12
H -6.93 1.49 7.14 0.12
H -7.27 -0.83 6.93 0.12
H -5.97 -0.66 8.10 0.11
H -3.94 -1.42 7.64 0.09
H -3.52 -0.77 6.02 0.07
H -3.76 -2.50 6.25 0.09
```

As for the energy above the lowest of the compared OMol25 structures with the same formula, charge and spin: 0.00 kJ/mol. As for the SMILES: CCSC[C@](N=C(C)C)(OC(=O)C(=O)NC(=O)F)[C@H](Br)CC.COCCNCCOC.COCCNCCOC.COCCNCCOC. As for the HOMO energy: -0.3103 Eh. The multiplicity is 1. The value obtained for the HOMO-LUMO gap is 8.30 eV. As for the electronic energy: -144716.912 eV.

Entry 2:
Molecular formula: C31H65N3O22Zr
Method: DFT, ωB97M-V with the def2-TZVPD basis set

Geometry as XYZ:
```
122
Properties=species:S:1:pos:R:3:lowdin_charge:R:1
Zr -1.39 -2.44 1.02 1.58
O 3.61 3.77 3.12 -0.08
C 2.71 2.79 2.90 -0.31
C 1.23 3.33 2.36 -0.30
O 1.03 4.66 2.52 -0.11
H 2.57 2.27 3.85 0.11
H 3.06 2.03 2.19 0.08
H 1.25 3.15 1.28 0.10
H 0.44 2.77 2.86 0.08
O -2.34 -0.46 1.04 -0.43
C -1.49 0.62 0.69 -0.30
C -0.06 0.17 0.12 -0.29
O 0.30 -1.18 0.33 -0.42
H -1.39 1.37 1.49 0.08
H -2.05 1.18 -0.08 0.07
H 0.74 0.85 0.44 0.08
H -0.05 0.41 -0.95 0.08
C -5.12 2.35 0.60 0.04
N -6.52 1.84 0.54 -0.44
O -6.70 0.70 0.92 0.05
O -7.37 2.58 0.11 0.08
H -4.38 1.57 0.71 0.07
H -5.06 3.05 1.43 0.11
H -4.87 2.80 -0.36 0.10
C 2.87 -3.77 1.33 0.07
N 4.22 -3.56 0.69 -0.43
O 5.20 -3.69 1.40 0.06
O 4.25 -3.25 -0.48 0.06
H 2.44 -4.70 0.96 0.08
H 2.37 -2.88 0.95 0.08
H 3.13 -3.88 2.37 0.09
C -1.62 4.09 -0.10 0.04
N -1.38 5.58 -0.03 -0.44
O -0.39 6.03 -0.58 0.06
O -2.20 6.26 0.53 0.06
H -1.70 3.76 0.93 0.09
H -0.77 3.66 -0.62 0.09
H -2.53 4.01 -0.71 0.09
O -2.92 -2.36 3.00 -0.05
C -3.80 -2.40 3.82 -0.51
O -4.69 -1.43 3.97 0.01
C -4.64 -0.22 3.26 -0.22
C -5.71 0.69 3.94 -0.04
C -3.94 -3.47 4.85 0.04
H -4.79 -0.34 2.19 0.10
H -3.64 0.19 3.42 0.11
H -5.45 0.76 4.99 0.08
H -6.68 0.22 3.82 0.08
H -5.67 1.68 3.47 0.06
H -3.59 -4.39 4.38 0.09
H -5.00 -3.64 5.03 0.09
H -3.42 -3.36 5.80 0.10
O -1.48 2.82 -3.38 0.06
C -0.73 3.68 -3.81 -0.52
O 0.50 3.37 -4.23 -0.02
C 1.06 2.08 -4.07 -0.23
C 2.55 2.24 -4.44 -0.05
C -1.09 5.14 -3.93 0.03
H 0.61 1.39 -4.79 0.12
H 0.70 1.69 -3.12 0.10
H 3.06 1.28 -4.42 0.07
H 3.10 2.96 -3.83 0.08
H 2.55 2.57 -5.48 0.08
H -0.18 5.73 -3.92 0.09
H -1.70 5.42 -3.08 0.08
H -1.67 5.24 -4.85 0.10
O -0.52 -1.52 3.07 -0.04
C 0.01 -0.75 3.87 -0.48
O 1.28 -0.53 4.01 0.05
C 2.21 -1.38 3.32 -0.21
C 3.62 -1.03 3.72 -0.04
C -0.84 0.15 4.76 0.06
H 2.13 -1.24 2.24 0.09
H 2.03 -2.39 3.67 0.12
H 4.28 -1.59 3.06 0.07
H 3.84 -1.33 4.74 0.09
H 3.86 0.02 3.52 0.08
H -0.96 1.13 4.29 0.09
H -0.47 0.29 5.77 0.09
H -1.85 -0.24 4.87 0.07
O -2.24 -2.12 -1.20 -0.04
C -3.01 -1.97 -2.13 -0.45
O -3.20 -2.83 -3.14 0.03
C -2.43 -4.04 -3.23 -0.19
C -1.87 -4.20 -4.64 -0.05
C -3.81 -0.68 -2.23 0.06
H -3.02 -4.93 -3.02 0.13
H -1.62 -4.00 -2.51 0.09
H -1.43 -5.19 -4.73 0.08
H -1.10 -3.48 -4.92 0.06
H -2.70 -4.11 -5.33 0.08
H -3.55 -0.13 -1.33 0.07
H -4.87 -0.88 -2.38 0.10
H -3.58 -0.12 -3.14 0.10
O -0.09 -3.72 -0.68 -0.10
C 0.69 -4.26 -1.44 -0.53
O 1.18 -3.74 -2.53 0.03
C 0.89 -2.41 -2.94 -0.19
C 2.23 -1.68 -3.04 -0.03
C 1.03 -5.74 -1.25 0.05
H 0.19 -1.90 -2.27 0.11
H 0.55 -2.36 -3.97 0.11
H 2.79 -2.17 -3.83 0.09
H 2.76 -1.72 -2.09 0.05
H 2.00 -0.62 -3.18 0.07
H 0.20 -6.32 -0.87 0.09
H 1.97 -5.79 -0.72 0.07
H 1.23 -6.08 -2.27 0.09
O 6.54 2.20 0.21 0.12
C 6.42 2.18 -0.99 -0.54
O 5.31 1.83 -1.66 0.00
C 4.15 1.60 -0.88 -0.22
C 4.06 0.24 -0.24 -0.05
C 7.55 2.57 -1.92 0.02
H 3.37 1.60 -1.66 0.10
H 3.88 2.43 -0.23 0.13
H 4.92 0.02 0.39 0.08
H 3.96 -0.52 -1.02 0.05
H 3.13 0.17 0.33 0.06
H 7.66 1.84 -2.72 0.08
H 8.46 2.61 -1.34 0.08
H 7.42 3.51 -2.46 0.09
```

As for the energy above the lowest of the compared OMol25 structures with the same formula, charge and spin: 170.00 kJ/mol. As for the HOMO energy: -0.1596 Eh. The multiplicity is 1. The value obtained for the HOMO-LUMO gap is 1.83 eV. As for the electronic energy: -83980.963 eV.

Entry 3:
Molecular formula: C31H65O18PS7
Method: DFT, ωB97M-V with the def2-TZVPD basis set

Geometry as XYZ:
```
122
Properties=species:S:1:pos:R:3:lowdin_charge:R:1
C -2.93 -6.95 3.47 -0.06
O -3.72 -5.92 2.78 -0.23
P -3.39 -4.39 3.06 0.43
O -1.91 -4.14 3.08 -0.27
O -4.20 -3.61 1.86 -0.24
C -3.98 -3.99 0.45 -0.07
O -4.31 -4.18 4.39 -0.22
C -4.45 -2.81 4.77 -0.10
H -3.05 -7.08 4.55 0.09
H -1.88 -7.00 3.16 0.08
H -3.34 -7.83 2.98 0.09
H -4.82 -4.53 0.02 0.09
H -3.18 -4.71 0.28 0.06
H -3.70 -3.18 -0.23 0.07
H -5.53 -2.70 4.71 0.10
H -3.85 -2.11 4.19 0.08
H -4.28 -2.85 5.84 0.09
C 2.58 -6.82 -0.54 -0.20
C 2.38 -7.07 -1.98 -0.25
C 0.92 -6.78 -2.34 -0.19
S 0.52 -5.18 -1.37 0.75
O -0.82 -5.41 -0.79 -0.36
O 0.81 -4.07 -2.32 -0.38
C 1.93 -5.43 -0.20 -0.18
H 3.65 -6.87 -0.34 0.12
H 2.06 -7.62 -0.01 0.13
H 2.64 -8.11 -2.16 0.13
H 2.92 -6.32 -2.57 0.12
H 0.18 -7.43 -1.88 0.09
H 0.57 -6.74 -3.37 0.10
H 1.40 -5.46 0.75 0.10
H 2.40 -4.45 -0.32 0.08
C -1.83 -0.52 -0.53 -0.10
C -1.80 -0.79 1.05 -0.15
C -0.46 -0.47 1.68 -0.16
S 0.70 -0.73 0.35 0.86
O 1.23 -2.11 0.58 -0.13
O 1.62 0.43 0.28 -0.25
C -0.39 -0.70 -1.12 -0.12
H -2.22 0.50 -0.62 0.09
H -2.51 -1.06 -1.19 0.12
H -2.05 -1.81 1.32 0.09
H -2.54 -0.27 1.66 0.14
H -0.19 -1.00 2.59 0.12
H -0.46 0.60 1.86 0.11
H -0.21 -1.53 -1.81 0.10
H -0.08 0.19 -1.67 0.10
C -3.73 6.04 -1.67 -0.19
C -4.36 5.59 -0.30 -0.20
C -3.83 4.22 0.14 -0.20
S -3.59 3.36 -1.48 0.73
O -4.71 2.45 -1.72 -0.35
O -2.21 2.79 -1.42 -0.38
C -3.87 4.81 -2.57 -0.22
H -2.73 6.46 -1.67 0.11
H -4.34 6.77 -2.21 0.12
H -5.45 5.49 -0.39 0.12
H -4.08 6.39 0.38 0.11
H -4.36 3.53 0.80 0.11
H -2.86 4.42 0.59 0.06
H -4.93 4.73 -2.81 0.10
H -3.41 4.64 -3.55 0.11
C 0.68 2.91 -3.58 -0.22
C 0.77 3.66 -2.24 -0.24
C 0.07 5.01 -2.35 -0.21
S 0.41 5.70 -4.02 0.71
O 1.53 6.60 -3.94 -0.31
O -0.77 6.31 -4.62 -0.33
C 0.74 3.96 -4.67 -0.19
H -0.28 2.40 -3.60 0.10
H 1.33 2.03 -3.65 0.09
H 1.78 3.72 -1.85 0.11
H 0.25 3.08 -1.48 0.08
H 0.49 5.64 -1.57 0.10
H -1.01 4.90 -2.29 0.07
H 1.52 3.66 -5.36 0.10
H -0.14 3.65 -5.24 0.09
C 3.36 -1.44 4.89 -0.16
C 2.50 -0.37 4.04 -0.21
C 2.60 0.97 4.77 -0.22
S 2.67 0.67 6.62 0.73
O 1.36 0.59 7.27 -0.34
O 3.82 1.41 7.16 -0.33
C 3.02 -1.10 6.40 -0.22
H 4.42 -1.23 4.75 0.10
H 3.08 -2.47 4.71 0.11
H 1.47 -0.63 4.27 0.09
H 2.59 -0.19 2.97 0.10
H 1.93 1.77 4.49 0.08
H 3.62 1.17 4.44 0.10
H 2.06 -1.61 6.33 0.09
H 3.69 -1.54 7.13 0.11
C 1.62 6.14 2.17 -0.20
C 2.45 4.81 2.26 -0.20
C 1.68 3.75 1.46 -0.20
S 0.00 3.87 2.22 0.69
O -0.08 3.41 3.58 -0.32
O -1.06 3.43 1.33 -0.36
C 0.11 5.76 2.25 -0.17
H 1.84 6.73 1.28 0.11
H 1.93 6.81 2.96 0.11
H 2.57 4.58 3.32 0.11
H 3.45 4.88 1.83 0.12
H 2.01 2.72 1.57 0.08
H 1.59 3.99 0.40 0.08
H -0.60 6.28 2.90 0.11
H -0.05 5.97 1.19 0.07
C 2.47 -1.14 -6.39 -0.20
C 2.60 -2.55 -5.93 -0.24
C 3.27 -2.71 -4.55 -0.17
S 3.15 -1.04 -3.75 0.70
O 4.46 -0.41 -3.75 -0.32
O 2.29 -1.08 -2.60 -0.35
C 2.22 -0.29 -5.12 -0.23
H 1.76 -0.91 -7.18 0.13
H 3.51 -0.87 -6.61 0.12
H 2.85 -3.21 -6.77 0.12
H 1.60 -2.98 -5.85 0.11
H 4.33 -2.81 -4.74 0.10
H 2.89 -3.40 -3.80 0.08
H 2.36 0.78 -5.25 0.09
H 1.22 -0.37 -4.70 0.09
```

As for the HOMO energy (spin up / spin down): -0.4447 / -0.4446 Eh. The multiplicity is 2. Its expectation value of S² is 0.7584. The value obtained for the HOMO-LUMO gap (spin up / spin down) is 10.15 / 3.32 eV. Its total charge is +1. As for the electronic energy: -155176.538 eV.

Entry 4:
Molecular formula: C31H66N2O22S8
Method: DFT, ωB97M-V with the def2-TZVPD basis set

Geometry as XYZ:
```
129
Properties=species:S:1:pos:R:3:lowdin_charge:R:1
C 5.46 -1.37 1.11 -0.05
C 4.97 -0.13 1.82 -0.28
O 5.64 1.04 1.38 -0.14
C 4.76 2.08 1.03 -0.16
C 3.99 1.77 -0.26 -0.12
C 4.70 1.15 -1.25 0.04
C 4.08 0.79 -2.47 -0.37
N 4.64 0.14 -3.50 -0.21
S 3.44 -0.03 -4.57 1.02
N 2.24 0.68 -3.82 -0.22
C 2.72 1.10 -2.63 -0.35
C 2.01 1.78 -1.63 0.04
C 2.60 2.12 -0.45 -0.13
C 1.83 2.85 0.63 -0.13
C 0.88 1.99 1.45 -0.16
C -0.31 1.39 0.68 -0.18
C -0.44 -0.10 1.04 -0.21
S -1.38 -1.05 -0.13 0.62
O -1.12 -2.45 0.11 -0.30
O -1.14 -0.60 -1.46 -0.27
O -2.87 -0.77 0.32 -0.14
H 6.52 -1.50 1.31 0.08
H 5.29 -1.33 0.04 0.07
H 4.90 -2.22 1.50 0.08
H 5.20 -0.26 2.88 0.11
H 3.89 -0.05 1.76 0.10
H 5.38 2.95 0.83 0.14
H 4.08 2.27 1.86 0.10
H 5.74 0.92 -1.11 0.13
H 0.97 1.99 -1.84 0.09
H 2.56 3.25 1.32 0.10
H 1.34 3.73 0.21 0.09
H 0.47 2.62 2.23 0.12
H 1.40 1.19 1.97 0.09
H -1.24 1.86 1.01 0.12
H -0.25 1.52 -0.39 0.07
H -0.90 -0.23 2.01 0.12
H 0.54 -0.57 1.07 0.11
H -3.34 -1.61 0.18 0.10
O -0.81 4.20 -2.74 -0.29
S -1.11 3.44 -3.92 0.57
O -0.14 3.31 -4.95 -0.27
O -2.47 3.99 -4.54 -0.26
C -2.56 5.40 -4.82 -0.25
C -1.78 5.80 -6.06 -0.07
C -1.68 1.84 -3.46 -0.12
H -2.24 5.97 -3.94 0.10
H -3.62 5.59 -4.96 0.12
H -0.71 5.68 -5.91 0.07
H -1.98 6.85 -6.29 0.08
H -2.07 5.18 -6.91 0.09
H -2.45 1.94 -2.69 0.08
H -0.83 1.28 -3.08 0.04
H -2.08 1.35 -4.35 0.08
O 0.59 5.78 0.41 -0.28
S 0.50 7.10 -0.13 0.58
O 1.53 8.06 0.14 -0.27
O -0.91 7.72 0.26 -0.26
C -1.28 7.72 1.66 -0.25
C -0.54 8.79 2.45 -0.07
C 0.24 7.01 -1.87 -0.12
H -1.12 6.73 2.08 0.11
H -2.35 7.92 1.67 0.12
H 0.52 8.58 2.51 0.07
H -0.94 8.83 3.47 0.08
H -0.66 9.76 1.98 0.08
H -0.55 6.30 -2.07 0.03
H 1.17 6.67 -2.31 0.09
H -0.01 8.01 -2.23 0.08
O 2.20 -5.18 -8.58 -0.27
S 2.17 -3.83 -9.05 0.56
O 3.26 -2.95 -8.77 -0.27
O 0.81 -3.15 -8.59 -0.26
C 0.48 -3.19 -7.19 -0.25
C 1.29 -2.20 -6.37 -0.10
C 1.86 -3.82 -10.78 -0.12
H 0.59 -4.20 -6.81 0.12
H -0.58 -2.93 -7.14 0.12
H 2.35 -2.47 -6.36 0.06
H 0.93 -2.17 -5.35 0.08
H 1.22 -1.20 -6.80 0.08
H 1.01 -4.47 -10.99 0.07
H 2.75 -4.19 -11.27 0.08
H 1.65 -2.80 -11.09 0.07
O -2.46 -4.86 2.93 -0.28
S -1.51 -5.92 2.80 0.57
O -0.22 -5.81 3.41 -0.27
O -1.33 -6.26 1.26 -0.26
C -0.99 -5.16 0.37 -0.25
C 0.46 -4.73 0.49 -0.08
C -2.25 -7.44 3.29 -0.12
H -1.67 -4.32 0.54 0.07
H -1.19 -5.54 -0.63 0.13
H 0.66 -4.29 1.47 0.07
H 0.69 -3.99 -0.27 0.07
H 1.12 -5.59 0.38 0.09
H -3.22 -7.54 2.80 0.08
H -2.37 -7.40 4.37 0.08
H -1.59 -8.26 3.01 0.08
O 0.80 0.36 5.07 -0.27
S 2.10 -0.19 4.82 0.56
O 2.38 -0.82 3.57 -0.29
O 2.46 -1.19 5.99 -0.25
C 1.47 -2.22 6.24 -0.24
C 1.45 -3.26 5.14 -0.07
C 3.33 1.03 5.13 -0.11
H 0.49 -1.76 6.36 0.11
H 1.73 -2.67 7.20 0.12
H 1.12 -2.82 4.20 0.06
H 0.77 -4.07 5.38 0.08
H 2.45 -3.66 4.98 0.09
H 3.13 1.49 6.09 0.08
H 3.26 1.76 4.33 0.07
H 4.30 0.55 5.12 0.07
O -8.28 -4.06 4.46 -0.28
S -7.53 -3.26 5.37 0.56
O -7.49 -1.84 5.22 -0.28
O -6.04 -3.82 5.43 -0.26
C -5.32 -3.96 4.18 -0.25
C -4.85 -2.63 3.63 -0.07
C -7.98 -3.65 7.02 -0.12
H -5.94 -4.50 3.46 0.12
H -4.46 -4.59 4.41 0.10
H -5.69 -2.01 3.33 0.07
H -4.21 -2.80 2.76 0.06
H -4.28 -2.08 4.38 0.09
H -7.97 -4.73 7.15 0.07
H -8.98 -3.25 7.18 0.08
H -7.27 -3.17 7.70 0.07
```

As for the energy above the lowest of the compared OMol25 structures with the same formula, charge and spin: 0.00 kJ/mol. As for the HOMO energy: -0.3151 Eh. The multiplicity is 1. The value obtained for the HOMO-LUMO gap is 8.44 eV. As for the electronic energy: -167921.841 eV.

Record-wise largest force on an atom values, in eV/A: 2.08 5.51 4.10 1.45